CH5N3O2S | ωB97M-V/def2-TZVPD

```
! RIJCOSX wB97M-V def2-TZVPD def2/J DEFGRID3
* xyz 0 1
O -0.91807 0.49800 1.93744
N -0.15753 -0.33631 1.02845
C 0.03957 0.29290 -0.06171
N -0.23860 1.61428 -0.27620
O 0.30110 2.49832 0.67280
N 0.49317 -0.39268 -1.13222
S 0.20080 -2.09113 -1.20494
H -1.08401 -0.10186 2.65497
H -0.12399 2.01888 -1.18610
H -0.20237 2.24557 1.52202
H 1.43929 -0.17372 -1.54925
H 0.77733 -2.45580 -0.01447
*
```

Results
Gap between HOMO and LUMO, eV: 9.64
E_tot, Eh: -753.9023
SMILES string: O/N=C(\NO)NS


C9H32N6O7 | ωB97M-V/def2-TZVPD

```
! RIJCOSX wB97M-V def2-TZVPD def2/J DEFGRID3
* xyz 0 1
N 2.47247 -0.24959 -0.90696
C 3.19617 -1.17468 -1.44095
N 3.04702 -1.32804 -2.70820
O 4.19172 -1.87455 -0.75442
H 2.57622 -0.04552 0.08528
H 1.45383 -0.01567 -1.17900
H 3.51035 -2.13854 -3.10020
H 2.16100 -1.03518 -3.15515
N 0.84404 1.99630 -3.70748
C 0.05605 0.99984 -4.16458
N -1.10101 1.45666 -4.48143
O 0.37866 -0.31305 -3.99076
H 1.82639 1.80964 -3.32948
H 0.50480 2.95899 -3.58898
H -1.89621 0.83779 -4.65198
H -1.32311 2.52583 -4.50216
N -1.22147 0.98930 1.53281
C -2.50049 1.24136 1.76336
N -2.73404 1.37570 3.00401
O -3.43303 1.59197 0.79344
H -0.93940 0.87652 0.52865
H -0.65894 0.67244 2.39276
H -3.62319 1.49775 3.37638
H -2.01790 1.10063 3.70562
C -0.89659 -1.59651 -0.50161
C -1.16606 -0.29665 -1.20369
O -0.10653 0.62329 -1.12073
H -0.37933 -1.42270 0.44050
H -0.14954 -2.25450 -0.95309
H -1.80975 -2.21603 -0.30583
H -2.14084 0.07372 -0.83177
H -1.35345 -0.39709 -2.26989
H -0.19489 1.33481 -1.75847
C -0.52143 -1.98575 3.45955
C 0.56506 -0.95877 3.72479
O 0.04346 0.33981 3.86072
H -1.25786 -2.09023 4.27392
H -0.11705 -2.96154 3.26611
H -1.02901 -1.75637 2.52880
H 1.24657 -0.87947 2.90572
H 1.21314 -1.16172 4.62044
H 0.70517 0.90002 4.22643
C 2.32433 -3.09439 1.50585
O 3.06325 -3.87823 0.67119
H 1.49359 -3.57611 1.94849
H 1.86895 -2.24571 0.99940
H 2.91999 -2.66896 2.30558
H 3.52531 -3.24489 0.08964
C -1.78941 3.70560 -0.55370
O -3.00793 3.67457 -1.19199
H -1.83886 3.54727 0.53171
H -1.33021 4.68395 -0.63680
H -1.11796 2.98648 -0.87449
H -3.53205 3.06018 -0.67736
*
```

Results
Gap between HOMO and LUMO, eV: 9.22
E_tot, Eh: -1217.2800
SMILES string: NC(N)=O.NC(N)=O.NC(N)=O.CCO.CCO.CO.CO


C5H4N2 | ωB97M-V/def2-TZVPD

```
! RIJCOSX wB97M-V def2-TZVPD def2/J DEFGRID3
* xyz 0 1
C 3.00735 -0.94372 0.73799
C 1.78575 -0.61551 0.71103
C 0.53608 -0.20884 0.36553
C -0.71611 -0.84909 0.39415
N -1.60211 0.01091 -0.16843
N -1.18280 1.13205 -0.62141
C 0.24369 1.02789 -0.44332
H 0.64270 0.64051 -1.39543
H -1.01488 -1.82111 0.75060
H -2.59591 -0.18278 -0.26908
H 0.73262 1.97683 -0.22240
*
```

Results
Gap between HOMO and LUMO (alpha / beta), eV: 7.28 / 7.28
E_tot, Eh: -302.2217


C3H3BrO | ωB97M-V/def2-TZVPD

```
! RIJCOSX wB97M-V def2-TZVPD def2/J DEFGRID3
* xyz 0 1
C 0.77787 -1.80692 0.48506
C 0.16605 -0.82488 0.17773
C -0.59798 0.34896 -0.15545
O -0.31085 1.39113 0.67402
Br -2.59028 -0.16198 0.01910
H 1.31894 -2.66961 0.73691
H -0.51720 0.58459 -1.22487
H -0.77851 2.19100 0.40268
*
```

Results
Gap between HOMO and LUMO, eV: 10.59
E_tot, Eh: -2765.2856
SMILES string: C#C[C@H](O)Br


What is the formula in the second record? C9H32N6O7


What is the E_tot in the second record? -1217.2800 Eh


E_tot of number 4 (C3H3BrO)? -2765.2856 Eh


E_tot of number 4 (C3H3BrO)? -2765.2856 Eh